The following is a quantum chemistry calculation of C35H49AsNO4Zr as an isolated structure, from the Open Molecules 2025 dataset.

The HOMO energy is -11.59 eV. The LUMO energy comes out at -2.89 eV. The frontier orbital gap is 8.7 eV.

```
! wB97M-V def2-TZVPD RIJCOSX def2/J DEFGRID3
* xyz 1 1
Zr -0.23644 -0.28366 0.25552
C -2.64762 0.03213 0.52583
C -2.24257 -0.89405 1.52969
C -1.81633 -2.09880 0.84220
C -1.97969 -1.84153 -0.55250
C -2.48301 -0.53905 -0.75821
C -2.94898 0.10429 -2.05088
C -4.47690 0.26618 -2.02007
C -2.56686 -0.76439 -3.25687
C -2.28863 1.49212 -2.16318
C -1.35872 -3.50506 1.27685
C -2.00423 -4.03843 2.56234
C -1.74460 -4.52110 0.18239
C 0.17484 -3.55221 1.42718
C -2.43880 -0.55295 3.00875
C -1.14946 -0.81152 3.79959
C -2.76205 0.94548 3.18925
C -3.64373 -1.30653 3.59612
H -3.13302 0.97942 0.70892
H -1.81912 -2.56059 -1.33802
H -4.94973 -0.69819 -1.85734
H -4.83498 0.66767 -2.96466
H -4.79020 0.93438 -1.22179
H -3.18275 -1.66095 -3.28603
H -1.52164 -1.07080 -3.20847
H -2.72705 -0.21845 -4.18472
H -2.62328 2.14260 -1.35252
H -2.54093 1.97376 -3.10827
H -1.19977 1.38971 -2.09810
H -3.08586 -4.05338 2.46105
H -1.73172 -3.46790 3.44165
H -1.67243 -5.06231 2.72837
H -2.77974 -4.38717 -0.12008
H -1.64470 -5.53087 0.57230
H -1.09663 -4.44454 -0.68686
H 0.51300 -2.97562 2.28968
H 0.66490 -3.17676 0.52193
H 0.48906 -4.58629 1.57215
H -0.35608 -0.16377 3.41219
H -0.81097 -1.83803 3.71656
H -1.30636 -0.59164 4.85422
H -2.01127 1.58456 2.71323
H -2.79129 1.17788 4.25438
H -3.74052 1.18589 2.77908
H -3.45441 -2.36103 3.73532
H -4.49673 -1.19915 2.93147
H -3.91009 -0.87808 4.55921
O 1.03993 1.17043 -1.30225
C 2.21401 0.39231 -1.69464
C 1.93163 -1.00650 -1.08967
O 2.78766 -1.75836 -0.68954
O 0.66570 -1.28277 -1.11747
C 3.46881 1.12698 -1.26465
C 4.38956 0.63789 -0.34538
C 5.52440 1.38061 -0.05039
C 5.74653 2.60642 -0.65366
C 4.82333 3.10284 -1.55989
C 3.69614 2.36488 -1.86710
C 2.25424 0.09912 -3.18766
C 1.08673 0.07690 -3.93983
C 1.13682 -0.24252 -5.28627
C 2.34643 -0.54453 -5.88613
C 3.51119 -0.52951 -5.13637
C 3.46703 -0.21269 -3.79159
H 1.08248 2.00411 -1.80345
H 4.23704 -0.32509 0.11641
H 6.24040 0.99443 0.65813
H 6.63817 3.17136 -0.42989
H 4.98937 4.05318 -2.04347
H 3.00582 2.74150 -2.61291
H 0.13816 0.30084 -3.46989
H 0.22817 -0.25600 -5.86850
H 2.38456 -0.79322 -6.93485
H 4.45385 -0.77254 -5.60037
H 4.37232 -0.20358 -3.20694
C 0.99972 2.05338 3.92987
As 0.77715 2.45553 2.01730
C -0.20265 4.14776 2.18548
C 2.43711 3.15220 1.26319
O -0.27177 1.56548 1.03889
H 1.52959 2.92186 4.32655
H 1.58400 1.15540 4.12352
H 0.02963 1.99171 4.42486
H 0.43600 4.94906 2.55447
H -1.04477 4.02958 2.86627
H -0.58781 4.42812 1.20532
H 2.80859 3.90218 1.96184
H 2.20980 3.64621 0.31719
H 3.18871 2.38201 1.11429
N 2.01209 0.33576 1.79068
C 1.39227 -0.65400 1.71962
*
```


The following is a quantum chemistry calculation of C35H49BClN7O4PS2W as an isolated structure, from the Open Molecules 2025 dataset.

The HOMO energy (spin up / spin down) is -6.45 / -6.09 eV. The LUMO energy (spin up / spin down) comes out at -0.14 / -0.19 eV. The frontier orbital gap (spin up / spin down) is 6.3 / 5.9 eV.

```
! wB97M-V def2-TZVPD RIJCOSX def2/J DEFGRID3
* xyz 0 2
W 0.31594 -0.66880 0.60188
C -2.38344 -0.82983 3.42423
C -1.24985 -0.56732 4.39806
C -1.18227 0.92316 4.74473
C 0.09012 -1.14707 4.00607
C 0.92774 -1.71511 4.97440
C 2.03888 -2.14444 4.29119
N 1.86629 -1.85888 2.99776
N 0.67696 -1.22893 2.79521
B 2.91178 -2.09164 1.89430
N 2.36886 -2.96751 0.76607
C 2.87691 -4.14229 0.38155
C 2.20467 -4.54618 -0.74185
C 1.27111 -3.53391 -1.01277
N 1.38935 -2.56158 -0.08734
C 0.36837 -3.67214 -2.22300
C -1.08312 -3.23126 -2.07190
C 1.02747 -3.10886 -3.48926
N 3.33459 -0.74378 1.29894
C 4.54675 -0.18190 1.27493
C 4.46310 0.99690 0.57162
C 3.12493 1.09955 0.16780
N 2.45361 0.01877 0.60566
C 2.56327 2.24868 -0.62286
C 3.16718 2.24718 -2.03000
C 2.85331 3.58768 0.05953
H -3.31776 -0.42965 3.82286
H -2.18318 -0.33947 2.47590
H -2.52139 -1.89720 3.25248
H -1.48715 -1.09443 5.32709
H -1.17493 1.53404 3.84218
H -2.06527 1.20223 5.32295
H -0.29725 1.16329 5.33485
H 0.71875 -1.80825 6.02625
H 2.93405 -2.64135 4.62459
H 3.86524 -2.62777 2.38758
H 3.67998 -4.59553 0.93743
H 2.34590 -5.45026 -1.30859
H 0.33559 -4.75676 -2.36867
H -1.16137 -2.19664 -1.74850
H -1.58812 -3.32314 -3.03579
H -1.61032 -3.87093 -1.36281
H 1.06856 -2.02295 -3.46984
H 2.04277 -3.49449 -3.59690
H 0.45195 -3.41772 -4.36470
H 5.37783 -0.66631 1.75938
H 5.25461 1.69701 0.36971
H 1.48547 2.12992 -0.70426
H 4.24786 2.40439 -1.97792
H 2.96956 1.30864 -2.54422
H 2.73011 3.05301 -2.62115
H 3.92792 3.78063 0.10816
H 2.39393 4.39269 -0.51653
H 2.45644 3.62327 1.07283
C 0.35003 1.87553 -6.25824
C 0.27179 2.61900 -4.94379
O 0.60825 1.72984 -3.86295
P -0.51840 1.23296 -2.84472
S 0.54800 -0.14676 -1.79620
S -1.49996 2.69106 -2.00235
O -1.44864 0.43211 -3.89467
C -2.70691 -0.10375 -3.47761
C -3.31496 -0.84124 -4.64627
H 0.14669 2.55775 -7.08573
H -0.38077 1.06804 -6.27925
H 1.34370 1.44894 -6.39679
H -0.72047 3.04235 -4.77790
H 0.99586 3.43367 -4.90321
H -3.34541 0.71479 -3.13846
H -2.54764 -0.78077 -2.63486
H -3.47411 -0.16503 -5.48671
H -4.27698 -1.26661 -4.35533
H -2.66050 -1.65041 -4.97156
Cl -7.10449 -2.01756 -0.29573
C -5.47172 -1.45387 -0.08394
C -5.19067 -0.08175 -0.25523
C -3.92279 0.40221 -0.10438
C -2.84531 -0.47214 0.21324
O -1.65810 0.00085 0.33151
C -3.15644 -1.83847 0.40772
C -2.13342 -2.72291 0.83197
O -0.92887 -2.46024 0.95038
C -4.47566 -2.31773 0.25384
H -5.99973 0.58892 -0.51511
H -3.69530 1.44834 -0.26426
H -2.43537 -3.74873 1.08481
H -4.68587 -3.36962 0.40632
C 0.34424 5.24060 3.54698
C 0.32354 3.90140 2.87317
C 1.20664 2.88804 3.22089
C 1.16589 1.67845 2.55786
N 0.29387 1.40254 1.57368
C -0.56089 2.37953 1.23583
C -0.57187 3.61649 1.85025
H 1.03292 5.25087 4.39016
H -0.64974 5.50804 3.90720
H 0.65494 6.01412 2.84231
H 1.93656 3.02958 4.00762
H 1.85498 0.89439 2.83473
H -1.23696 2.15257 0.42889
H -1.28224 4.35787 1.50668
*
```


The following is a quantum chemistry calculation of C35H49BF10LiN2O7PS2 as an isolated structure, from the Open Molecules 2025 dataset.

The HOMO energy is -2.95 eV. The LUMO energy comes out at 4.11 eV. The frontier orbital gap is 7.1 eV.

```
! wB97M-V def2-TZVPD RIJCOSX def2/J DEFGRID3
* xyz -2 1
Li 2.51382 -0.97871 -0.17872
F 3.44595 -1.13069 3.34836
C 4.15301 -2.25904 2.91063
F 4.94900 -2.54731 3.96536
F 3.34585 -3.26496 2.59253
S 5.24779 -1.96692 1.44578
O 4.21069 -1.74750 0.44075
O 6.07445 -3.09518 1.24095
N 6.12331 -0.75605 1.82516
S 6.23924 0.65544 1.09452
O 7.28226 1.45738 1.61576
O 4.89254 1.24523 0.93704
C 6.76381 0.20663 -0.71499
F 6.38149 -1.03865 -1.16268
F 6.20408 1.16474 -1.57160
F 8.10677 0.25266 -0.75973
C 0.40089 1.16345 5.80856
C 1.35120 0.16368 5.10124
C 0.70477 -0.55473 3.88936
C -0.78031 -0.25252 3.51193
C -0.81231 1.27526 3.51327
C -0.52869 1.99672 4.83646
P -1.21391 -1.01150 1.82123
C -2.85308 -0.31255 1.22662
C -2.75887 0.99313 0.39858
C -4.06959 1.18696 -0.34465
C -5.33298 0.87351 0.49702
C -5.04469 0.84292 1.99650
C -4.00460 -0.25002 2.32260
C -1.63864 -2.85897 2.17169
C -0.37748 -3.70610 1.80238
C -0.37515 -5.16244 2.38418
C -0.92882 -5.33117 3.85665
C -1.39411 -4.03472 4.46237
C -2.36625 -3.28836 3.50722
H 1.05986 1.84373 6.39466
H -0.27634 0.65332 6.54451
H 1.88270 -0.46047 5.84251
H 2.14793 0.83281 4.69115
H 0.77028 -1.65364 3.97521
H 1.28078 -0.35001 2.97620
H -1.38024 -0.67226 4.30214
H -1.79963 1.66536 3.19261
H -0.10348 1.61041 2.76236
H -1.47274 2.30031 5.29439
H -0.05699 2.92989 4.59894
H -3.14091 -0.99316 0.40181
H -1.84023 0.90426 -0.25836
H -2.57148 1.90010 1.05010
H -4.06240 0.53792 -1.21651
H -4.16399 2.19674 -0.73944
H -5.75435 -0.08121 0.22053
H -6.15496 1.60233 0.32899
H -5.97691 0.64995 2.58521
H -4.58608 1.83827 2.28946
H -4.50084 -1.24583 2.48143
H -3.54770 -0.00242 3.29354
H -2.36978 -2.93420 1.34166
H 0.50824 -3.16148 2.12041
H -0.25590 -3.79699 0.69347
H 0.63246 -5.52472 2.23862
H -0.93128 -5.76738 1.66859
H -0.08731 -5.73601 4.53468
H -1.69940 -6.11548 3.89710
H -0.57911 -3.32220 4.72946
H -1.97126 -4.25957 5.38713
H -2.73945 -2.41403 4.05660
H -3.22519 -3.93851 3.21325
O 1.97413 0.39753 0.74783
H 2.85104 0.77042 1.00595
H 1.68330 0.93492 -0.05773
F -1.50897 -1.27988 -1.64006
B -0.42016 -2.15195 -1.97035
F 0.66899 -1.96786 -1.00848
F 0.10469 -1.83430 -3.31523
F -0.82731 -3.52939 -1.91315
C -2.88015 4.96913 -5.06642
C -2.55534 3.49924 -5.30956
C -3.55120 2.70764 -5.93326
C -3.29446 1.37043 -6.14300
C -2.11121 0.82653 -5.68909
C -1.14284 1.47347 -4.94712
N 0.04406 0.88563 -4.50306
C 1.30912 1.29846 -4.84615
C 1.63301 1.80347 -6.13821
C 2.95695 1.89417 -6.58568
C 3.99110 1.59742 -5.68754
C 3.74585 1.30387 -4.34545
C 2.38520 1.13139 -3.91345
C 2.11191 0.74807 -2.44285
O 2.70748 -0.24658 -1.99177
O 1.32637 1.46732 -1.75572
C -1.37657 2.89209 -4.73080
C -0.37034 3.69356 -3.89511
H -3.74800 5.26928 -5.69500
H -2.00694 5.62729 -5.30049
H -3.11714 5.20670 -4.02121
H -4.50045 3.13465 -6.16034
H -3.99761 0.69790 -6.59090
H -1.94966 -0.24474 -5.90338
H -0.05581 0.07306 -3.88965
H 0.77136 1.98019 -6.78486
H 3.16361 2.04349 -7.65682
H 5.03338 1.78717 -5.95874
H 4.47840 1.15262 -3.58065
H 0.37481 4.21079 -4.52512
H 0.11419 3.00683 -3.22464
H -0.96056 4.43456 -3.31741
*
```


The following is a quantum chemistry calculation of C35H49Ge2N3O8PtTe as an isolated structure, from the Open Molecules 2025 dataset.

The HOMO energy (spin up / spin down) is -7.70 / -8.42 eV. The LUMO energy (spin up / spin down) comes out at -0.45 / -2.47 eV. The frontier orbital gap (spin up / spin down) is 7.2 / 5.9 eV.

```
! wB97M-V def2-TZVPD RIJCOSX def2/J DEFGRID3
* xyz 0 3
Pt 0.32194 -0.01411 -0.21169
C 4.44598 2.42183 -1.54305
C 2.97748 2.00124 -1.47496
Ge 2.60050 0.70321 -0.02703
C 3.01650 1.56130 1.70586
C 4.44145 1.28263 2.18700
C 3.80251 -0.81796 -0.26685
C 3.28856 -2.04193 -0.42061
Ge 1.32356 -2.19418 -0.27197
C 0.88302 -3.16901 1.38493
C 1.82722 -4.33138 1.69747
C 0.47764 -3.09961 -1.81962
C 0.23524 -4.59672 -1.61689
C 4.15058 -3.23852 -0.58928
C 3.89859 -4.17494 -1.59069
C 4.71066 -5.28866 -1.74484
C 5.78500 -5.49281 -0.89085
C 6.04600 -4.56901 0.11179
C 5.23773 -3.45260 0.25928
H 4.63479 3.10804 -2.37176
H 5.09973 1.55810 -1.67815
H 4.75536 2.92651 -0.62516
H 2.66136 1.55142 -2.42035
H 2.34453 2.87808 -1.31373
H 2.29237 1.19561 2.43798
H 2.84799 2.63759 1.60800
H 4.60589 0.21203 2.32213
H 4.64361 1.76961 3.14356
H 5.18884 1.63632 1.47345
H 4.88642 -0.69449 -0.29605
H -0.14275 -3.53542 1.29149
H 0.88320 -2.43966 2.19778
H 1.84212 -5.07076 0.89415
H 1.52463 -4.84456 2.61307
H 2.85273 -3.98693 1.83476
H 1.10313 -2.91868 -2.69762
H -0.46532 -2.58157 -2.01520
H 1.17259 -5.14786 -1.52484
H -0.32649 -5.02338 -2.44941
H -0.34226 -4.79045 -0.71060
H 3.06935 -4.01764 -2.26840
H 4.50293 -5.99968 -2.53458
H 6.41310 -6.36680 -1.00411
H 6.87874 -4.72226 0.78663
H 5.43155 -2.74182 1.05375
C -0.18332 3.33451 1.10194
C -0.40182 3.46999 -0.38253
O -0.71213 2.19619 -0.97129
C -0.70536 2.29975 -2.39886
C -1.00081 0.96135 -3.03098
H 0.08672 4.30784 1.51552
H 0.61754 2.62780 1.31885
H -1.07770 2.97356 1.60012
H 0.49711 3.86229 -0.87031
H -1.22826 4.15800 -0.60070
H 0.27540 2.66660 -2.71938
H -1.44846 3.05218 -2.69166
H -0.22551 0.23179 -2.77633
H -1.01513 1.07024 -4.11631
H -1.95606 0.54839 -2.70441
C -3.93654 7.37060 0.05520
C -3.92739 5.86923 0.11980
C -4.07230 5.09893 -1.02838
C -4.04247 3.71334 -0.97756
C -4.25642 2.92513 -2.24620
C -3.85563 3.08423 0.26589
Te -3.54415 1.01125 0.13121
C -3.78446 3.83207 1.44980
C -3.73043 3.23157 2.82952
C -3.80793 5.21815 1.34049
H -3.99969 7.72325 -0.97291
H -3.03126 7.78270 0.50309
H -4.78637 7.77611 0.60650
H -4.21356 5.58867 -1.98539
H -4.39098 3.59516 -3.09378
H -5.15374 2.30409 -2.18032
H -3.41625 2.26727 -2.48077
H -4.20150 2.25284 2.87345
H -4.23920 3.89505 3.52839
H -2.70321 3.10152 3.17164
H -3.74825 5.80727 2.24978
O -3.62888 -5.75057 2.61808
N -3.20308 -4.70499 3.06540
O -3.02279 -4.47523 4.24411
C -2.85866 -3.64975 2.11185
C -2.37416 -2.43744 2.58585
C -2.02446 -1.46450 1.68317
C -2.15239 -1.65067 0.28480
O -1.78240 -0.71865 -0.54044
C -2.74736 -2.86468 -0.12208
C -3.05604 -3.87541 0.76515
N -3.08433 -3.07549 -1.53121
O -3.51755 -2.12336 -2.15144
O -3.00416 -4.20763 -1.96411
N -1.51562 -0.22798 2.23374
O -0.30857 0.08664 1.87169
O -2.50564 0.92469 1.72943
H -2.26014 -2.26210 3.64596
H -3.46256 -4.81185 0.41213
*
```


What did we get for largest force on an atom? Answer: 0.057 0.004 0.090 0.009 Eh/bohr, in the order shown.
What did we get for energy above the lowest of the compared OMol25 structures with the same formula, charge and spin? Answer: 31.7 0.0 22.8 18.0 kcal/mol, in the order shown.